No. 1
C15H32ClIN3O11P2S | the ωB97M-V functional and the def2-TZVPD basis

Properties
Total charge: +1
Highest occupied orbital energy (eV): -11.98

Cartesian coordinates (Å):
C: 3.50 1.27 4.11
C: 4.26 0.92 2.70
C: 3.52 1.47 1.35
C: 1.98 2.02 1.58
C: 1.27 2.21 0.11
C: -0.38 2.45 0.21
N: -0.98 1.44 -0.77
C: -0.80 1.80 -2.25
C: -2.20 2.00 -3.07
O: -2.14 1.06 -4.23
C: -1.62 0.26 -0.36
N: -2.17 -0.74 -1.34
Cl: -3.89 -0.76 -1.43
C: -1.56 -2.07 -0.97
O: -2.29 -3.08 -1.81
C: -0.02 -2.06 -1.54
C: 0.36 -3.29 -2.56
C: 0.06 -2.92 -4.17
S: 1.43 -1.86 -4.93
O: 1.09 -0.37 -4.65
O: 1.31 -2.03 -6.50
O: 2.99 -2.22 -4.35
O: -1.74 -2.52 0.40
C: -1.57 -1.52 1.44
I: -2.76 -2.27 3.17
P: 0.26 -1.71 2.08
O: 0.50 -0.83 3.57
O: 0.43 -3.41 2.56
N: -1.74 -0.09 1.12
C: -2.99 0.59 1.59
P: -2.81 1.49 3.30
O: -3.41 2.98 3.13
O: -3.81 0.75 4.56
O: -1.16 1.71 3.80
H: 4.27 1.05 5.00
H: 3.16 2.39 4.22
H: 2.61 0.53 4.26
H: 5.37 1.34 2.80
H: 4.39 -0.27 2.67
H: 4.22 2.32 0.90
H: 3.55 0.57 0.56
H: 1.36 1.30 2.28
H: 2.09 3.09 2.07
H: 1.75 3.12 -0.47
H: 1.45 1.20 -0.48
H: -0.79 2.36 1.30
H: -0.63 3.57 -0.14
H: -0.06 1.03 -2.77
H: -0.22 2.85 -2.32
H: -3.15 1.80 -2.42
H: -2.30 3.09 -3.52
H: -1.72 0.18 -3.91
H: -2.37 -2.76 -2.75
H: 0.82 -2.03 -0.72
H: 0.12 -1.06 -2.17
H: 1.55 -3.39 -2.51
H: -0.05 -4.34 -2.25
H: 0.03 -3.92 -4.79
H: -0.93 -2.32 -4.32
H: 3.17 -1.55 -3.61
H: 0.38 -1.41 4.38
H: 0.23 -3.99 1.77
H: -3.99 -0.05 1.51
H: -3.17 1.49 0.83
H: -3.14 0.50 5.28
H: -0.86 2.63 3.49

Löwdin atomic charge list, values in e, 8 entries: C -0.155; C -0.256; C -0.218; C -0.213; C -0.155; C -0.090; N 0.002; C -0.077

=====

No. 2
C15H32FeNO3P2 | the ωB97M-V functional and the def2-TZVPD basis

Properties
Spin multiplicity: 6
<S²>: 8.799
Total charge: +2
Relative energy (zero: lowest compared OMol25 entry of this formula, charge and spin) (kJ/mol): 0.0
Highest occupied orbital energy (spin up / spin down) (eV): -13.74 / -15.38

Cartesian coordinates (Å):
Fe: -0.30 -0.01 0.23
P: -1.04 -1.50 -1.36
C: -1.51 -0.25 -2.58
C: -1.60 1.08 -2.12
N: -1.37 1.43 -0.78
C: -1.46 2.71 -0.38
C: -2.07 3.65 -1.21
C: -2.42 3.32 -2.53
C: -2.03 2.10 -3.04
C: -0.81 3.04 0.96
P: 0.56 1.89 1.34
H: -2.11 1.88 -4.12
H: -2.21 4.64 -0.79
H: -3.00 4.03 -3.12
H: -0.34 4.02 0.87
H: -1.51 3.03 1.80
H: 2.02 -0.25 -4.21
H: -1.40 -0.47 -3.68
H: 2.78 -0.05 -1.22
O: 2.61 0.15 -3.46
H: 2.78 1.06 -3.77
H: 1.64 -0.94 0.18
O: 2.79 -0.43 -0.29
H: 3.36 -1.25 -0.38
C: 2.01 2.73 0.59
H: 2.08 3.72 1.07
H: 2.92 2.16 0.82
H: 1.88 2.84 -0.49
C: 0.96 2.15 3.10
H: 1.60 1.30 3.43
H: 1.54 3.09 3.20
H: 0.03 2.20 3.70
C: -2.71 -2.18 -1.18
H: -2.91 -2.91 -1.97
H: -2.83 -2.63 -0.20
H: -3.42 -1.34 -1.33
C: 0.12 -2.82 -1.92
H: 0.52 -3.33 -1.03
H: -0.43 -3.57 -2.51
H: 0.95 -2.41 -2.53
C: 1.38 -2.07 3.23
C: 0.45 -2.15 2.03
C: 0.42 -3.56 1.51
C: -0.96 -1.75 2.44
O: 0.93 -1.22 0.98
H: 1.03 -2.79 3.99
H: 1.40 -1.08 3.70
H: 2.39 -2.36 2.94
H: 0.15 -4.23 2.34
H: -0.32 -3.70 0.73
H: 1.42 -3.85 1.16
H: -1.01 -0.76 2.90
H: -1.68 -1.83 1.61
H: -1.33 -2.46 3.20

Löwdin atomic charge list, values in e, 8 entries: Fe 0.562; P 0.849; C -0.159; C -0.317; N -0.011; C -0.291; C 0.024; C -0.003

=====

No. 3
C15H32N2O2Yb | the ωB97M-V functional and the def2-TZVPD basis

Properties
Total charge: +2
Highest occupied orbital energy (eV): -13.17

Cartesian coordinates (Å):
C: -2.92 -2.81 1.22
C: -2.75 -2.39 -0.34
C: -3.30 -0.94 -0.61
C: -3.23 -0.42 -2.06
C: -2.32 -1.24 -2.97
C: -0.87 -0.71 -2.98
C: 0.10 -1.64 -2.28
C: 1.49 -0.98 -2.12
C: 2.31 -1.79 -1.09
C: 3.13 -0.99 -0.07
C: 2.45 -0.66 1.28
N: 1.64 0.58 1.26
N: 1.96 1.44 2.38
C: 1.48 2.80 2.11
C: 2.30 3.87 2.79
C: 1.74 5.24 2.36
C: 0.26 0.38 1.23
O: -0.40 -0.29 1.93
O: -0.35 1.09 0.30
H: -3.97 -2.65 1.61
H: -2.68 -3.85 1.37
H: -2.20 -2.22 1.86
H: -1.70 -2.51 -0.52
H: -3.32 -3.12 -0.89
H: -2.80 -0.25 0.17
H: -4.42 -0.96 -0.33
H: -2.82 0.58 -2.02
H: -4.23 -0.28 -2.44
H: -2.37 -2.31 -2.81
H: -2.69 -1.09 -3.98
H: -0.82 0.30 -2.61
H: -0.55 -0.63 -4.01
H: -0.20 -1.88 -1.27
H: 0.26 -2.53 -2.87
H: 2.03 -0.96 -3.06
H: 1.37 0.04 -1.78
H: 1.67 -2.52 -0.61
H: 3.03 -2.35 -1.66
H: 3.97 -1.61 0.20
H: 3.55 -0.07 -0.47
H: 1.88 -1.54 1.58
H: 3.20 -0.53 2.03
H: 2.97 1.52 2.41
H: 1.49 2.95 1.03
H: 0.44 2.91 2.40
H: 2.13 3.79 3.85
H: 3.34 3.77 2.52
H: 0.82 5.12 1.81
H: 1.49 5.84 3.22
H: 2.42 5.77 1.71
H: 0.30 1.64 -0.18
Yb: -4.32 -0.92 1.41

Löwdin atomic charge list, values in e, 8 entries: C -0.097; C -0.145; C -0.255; C -0.146; C -0.168; C -0.178; C -0.207; C -0.178

=====

No. 4
C15H32N2O5P2Pd | the ωB97M-V functional and the def2-TZVPD basis

Properties
Spin multiplicity: 3
<S²>: 2.011
Highest occupied orbital energy (spin up / spin down) (eV): -5.40 / -5.40

Cartesian coordinates (Å):
O: -0.43 4.87 1.50
H: 0.31 4.37 1.09
Pd: 0.00 0.00 0.00
N: -1.00 -0.22 -1.73
N: 1.31 -1.17 -0.97
O: -2.26 0.28 -2.08
O: 2.57 -1.63 -0.55
C: -0.44 -1.01 -2.57
C: 0.91 -1.57 -2.12
C: -1.02 -1.45 -3.92
C: 1.66 -2.52 -3.06
H: -1.79 -0.76 -4.28
H: -1.47 -2.43 -3.84
H: -0.26 -1.47 -4.70
H: 2.41 -3.11 -2.54
H: 2.18 -1.96 -3.84
H: 0.99 -3.24 -3.54
H: -2.30 1.10 -1.54
H: 2.68 -1.16 0.29
O: -0.87 -1.95 0.61
H: -1.43 -1.12 0.47
H: 0.06 -1.72 0.31
C: 1.09 1.62 -0.48
H: 1.35 2.65 -0.71
H: 1.08 1.25 -1.51
H: 2.03 1.27 -0.06
O: -2.85 3.70 -1.25
H: -2.46 4.27 -0.47
H: -2.05 3.10 -1.38
C: -3.07 0.56 2.79
P: -1.61 0.97 1.75
C: -2.38 2.25 0.92
C: -0.59 1.60 3.15
C: -1.13 2.56 4.03
C: -0.39 3.06 5.11
C: 0.91 2.61 5.32
C: 1.48 1.69 4.45
C: 0.73 1.18 3.36
P: 1.30 0.06 2.11
C: 3.12 0.28 2.37
C: 0.58 -1.41 2.92
H: -3.88 0.18 2.13
H: -3.49 1.42 3.35
H: -2.80 -0.24 3.50
H: -2.90 2.94 1.62
H: -1.48 2.75 0.53
H: -3.13 1.84 0.23
H: -2.12 2.95 3.90
H: -0.83 3.79 5.77
H: 1.48 3.00 6.15
H: 2.49 1.41 4.67
H: 3.39 0.06 3.42
H: 3.75 -0.44 1.83
H: 3.43 1.31 2.09
H: 0.96 -1.48 3.96
H: -0.53 -1.36 2.97
H: 0.90 -2.33 2.40

Löwdin atomic charge list, values in e, 8 entries: O -0.576; H -0.195; Pd 0.643; N -0.108; N -0.145; O 0.014; O 0.015; C -0.207

=====

No. 5
C15H32NO4 | the ωB97M-V functional and the def2-TZVPD basis

Properties
Total charge: +1
Highest occupied orbital energy (eV): -11.66

Cartesian coordinates (Å):
C: 1.11 -7.19 -3.18
C: 2.22 -6.91 -2.05
O: 2.39 -5.51 -1.72
C: 3.10 -4.79 -2.77
C: 2.21 -3.51 -3.14
O: 3.03 -2.29 -3.37
C: 2.02 -1.26 -3.51
O: 1.66 -0.99 -4.68
O: 1.41 -0.61 -2.41
C: 2.23 -0.67 -1.21
H: 0.06 -7.31 -2.72
H: 1.03 -6.37 -3.98
H: 1.33 -8.20 -3.69
H: 1.86 -7.43 -1.08
H: 3.21 -7.44 -2.32
H: 3.33 -5.44 -3.69
H: 4.11 -4.39 -2.38
H: 1.56 -3.63 -4.07
H: 1.58 -3.27 -2.20
H: 1.63 -0.19 -0.34
H: 3.18 -0.05 -1.33
H: 2.50 -1.73 -0.87
C: -1.71 1.42 -0.95
C: -1.69 2.92 -0.67
C: -0.73 3.39 0.41
N: -1.12 3.07 1.88
C: -2.62 2.83 2.06
C: -3.04 2.71 3.52
C: -2.62 3.93 4.31
C: -1.13 4.18 4.18
C: -0.70 4.28 2.73
C: -0.32 1.85 2.32
H: -1.98 0.83 -0.07
H: -2.44 1.20 -1.73
H: -0.73 1.08 -1.30
H: -2.71 3.28 -0.49
H: -1.39 3.41 -1.60
H: -0.67 4.48 0.34
H: 0.27 3.00 0.25
H: -3.13 3.68 1.60
H: -2.88 1.91 1.53
H: -4.12 2.60 3.57
H: -2.62 1.81 3.97
H: -2.89 3.81 5.37
H: -3.17 4.81 3.95
H: -0.57 3.38 4.69
H: -0.87 5.10 4.70
H: 0.38 4.38 2.64
H: -1.18 5.16 2.27
H: 0.74 2.08 2.23
H: -0.58 1.01 1.67
H: -0.55 1.60 3.35

Löwdin atomic charge list, values in e, 8 entries: C -0.093; C -0.260; O -0.196; C -0.168; C -0.115; O -0.061; C -0.441; O 0.102

=====

No. 6
C15H32NO6 | the ωB97M-V functional and the def2-TZVPD basis

Properties
Total charge: +1
Relative energy (zero: lowest compared OMol25 entry of this formula, charge and spin) (kJ/mol): 0.0
Highest occupied orbital energy (eV): -12.09

Cartesian coordinates (Å):
C: -5.32 1.85 2.74
C: -4.32 1.00 3.04
C: -4.21 -0.30 2.27
N: -3.28 0.00 1.11
H: -5.11 2.91 2.71
H: -6.33 1.48 2.58
H: -3.57 1.21 3.80
H: -3.79 -1.08 2.89
H: -5.21 -0.53 1.89
H: -2.52 0.57 1.49
H: -2.92 -0.85 0.67
H: -3.78 0.59 0.44
O: -0.43 1.45 1.53
C: -0.05 2.59 1.34
O: -1.00 3.54 1.19
C: -0.68 4.94 1.13
C: -0.30 5.38 -0.27
C: 1.39 2.98 1.18
H: 0.08 5.19 1.87
H: -1.59 5.45 1.44
H: 0.60 4.87 -0.62
H: -0.12 6.45 -0.29
H: -1.10 5.14 -0.97
H: 1.70 2.78 0.15
H: 2.00 2.38 1.85
H: 1.58 4.02 1.42
O: 3.85 2.06 -0.43
C: 4.10 1.01 -0.97
O: 4.20 0.97 -2.30
C: 4.71 -0.16 -3.02
C: 3.66 -1.24 -3.18
C: 4.21 -0.28 -0.18
H: 5.62 -0.55 -2.55
H: 5.01 0.24 -3.99
H: 3.36 -1.63 -2.21
H: 4.04 -2.06 -3.78
H: 2.77 -0.84 -3.66
H: 3.21 -0.67 -0.01
H: 4.67 -0.05 0.78
H: 4.82 -1.04 -0.66
O: 1.54 -4.40 -2.34
C: 0.46 -4.36 -1.82
O: 0.23 -3.37 -0.92
C: -1.04 -3.12 -0.33
C: -1.27 -4.00 0.89
C: -0.58 -5.43 -2.04
H: -1.84 -3.22 -1.07
H: -1.01 -2.07 -0.02
H: -1.28 -5.05 0.62
H: -2.22 -3.75 1.36
H: -0.47 -3.85 1.61
H: -0.36 -6.28 -1.40
H: -0.52 -5.75 -3.08
H: -1.60 -5.10 -1.87

Löwdin atomic charge list, values in e, 8 entries: C 0.055; C -0.152; C -0.153; N 0.210; H 0.073; H 0.079; H 0.115; H 0.127

=====

No. 7
C15H33AgN3NbO2 | the ωB97M-V functional and the def2-TZVPD basis

Properties
Total charge: +2
Highest occupied orbital energy (spin up / spin down) (eV): -15.22 / -15.21

Cartesian coordinates (Å):
N: 0.14 1.63 -0.96
C: -0.07 2.77 -1.31
O: -0.15 3.88 -1.73
Ag: 2.26 2.32 1.58
Nb: -0.13 0.05 0.28
N: 1.63 -0.80 0.23
N: -1.36 -0.93 -0.89
C: 2.84 -1.02 -0.54
C: -1.79 -0.85 -2.29
C: 4.01 -1.37 0.38
C: 2.62 -2.21 -1.48
C: 3.17 0.24 -1.32
C: -2.77 0.31 -2.39
C: -2.49 -2.13 -2.74
C: -0.59 -0.61 -3.19
H: 4.17 -0.61 1.14
H: 4.91 -1.44 -0.25
H: 3.87 -2.35 0.86
H: 2.40 -3.12 -0.91
H: 3.55 -2.38 -2.05
H: 1.81 -2.03 -2.19
H: 2.33 0.58 -1.95
H: 4.03 0.02 -1.96
H: 3.44 1.06 -0.64
H: -3.62 0.15 -1.72
H: -3.13 0.40 -3.42
H: -2.28 1.25 -2.10
H: -3.45 -2.29 -2.22
H: -1.84 -3.00 -2.60
H: -2.70 -2.03 -3.81
H: -0.95 -0.51 -4.23
H: 0.10 -1.46 -3.15
H: -0.05 0.31 -2.93
C: 1.35 -1.80 1.29
H: 0.35 -1.63 1.74
H: 1.38 -2.83 0.91
H: 2.10 -1.68 2.09
C: -2.21 -1.72 0.04
H: -1.88 -1.55 1.08
H: -3.26 -1.43 -0.03
H: -2.12 -2.79 -0.18
C: -2.24 1.42 3.53
C: -1.02 2.02 2.84
C: -1.35 3.38 2.22
C: 0.18 2.14 3.78
O: -0.68 1.12 1.75
H: -2.58 2.05 4.37
H: -2.03 0.42 3.93
H: -3.08 1.34 2.83
H: -1.68 4.09 3.01
H: -0.47 3.79 1.71
H: -2.14 3.28 1.47
H: 0.50 1.15 4.13
H: 1.07 2.62 3.31
H: -0.07 2.78 4.64

Löwdin atomic charge list, values in e, 8 entries: N -0.071; C -0.389; O 0.195; Ag 0.863; Nb 1.862; N -0.292; N -0.265; C -0.679

=====

No. 8
C15H33BNO6 | the ωB97M-V functional and the def2-TZVPD basis

Properties
Total charge: -1
Highest occupied orbital energy (eV): -4.04

Cartesian coordinates (Å):
O: 2.35 5.73 0.12
C: 3.56 4.99 0.18
C: 3.33 3.45 0.30
O: 3.68 2.72 -0.86
C: 2.68 2.68 -1.86
O: 1.98 1.49 -1.98
C: 1.50 0.94 -0.76
C: 0.16 1.51 -0.24
C: -0.34 2.94 -0.63
O: -1.57 2.97 0.06
B: -2.00 1.56 0.31
C: -3.56 1.18 -0.07
C: -4.38 2.52 -0.12
C: -5.47 2.57 -1.27
O: -4.12 3.34 -1.23
O: -0.99 0.71 -0.37
H: 1.83 5.47 -0.65
H: 4.23 5.19 -0.67
H: 4.05 5.31 1.11
H: 2.26 3.32 0.54
H: 3.89 3.02 1.14
H: 3.20 2.84 -2.83
H: 2.03 3.58 -1.74
H: 2.22 0.95 0.07
H: 1.31 -0.13 -0.96
H: 0.28 1.60 0.87
H: 0.19 3.80 -0.17
H: -0.35 3.21 -1.71
H: -1.96 1.42 1.53
H: -4.03 0.60 0.74
H: -3.70 0.76 -1.08
H: -4.65 3.00 0.83
H: -6.07 3.48 -1.39
H: -5.21 2.16 -2.25
C: 0.53 -6.37 1.74
C: 0.10 -4.91 1.82
N: 0.90 -4.02 1.00
C: 0.68 -2.61 1.29
C: -0.71 -2.03 0.99
C: 0.99 -4.36 -0.41
C: -0.31 -4.46 -1.21
H: 1.58 -6.48 1.98
H: -0.05 -6.96 2.45
H: 0.35 -6.79 0.74
H: 0.20 -4.60 2.86
H: -0.97 -4.84 1.58
H: 1.43 -2.01 0.76
H: 0.89 -2.45 2.35
H: -0.87 -1.87 -0.07
H: -0.81 -1.05 1.47
H: -1.51 -2.65 1.38
H: 1.51 -5.32 -0.49
H: 1.66 -3.65 -0.90
H: -1.10 -5.00 -0.67
H: -0.13 -5.00 -2.14
H: -0.69 -3.48 -1.48

Löwdin atomic charge list, values in e, 8 entries: O -0.077; C -0.225; C -0.184; O -0.121; C -0.262; O -0.074; C -0.119; C -0.315